1.
70
Properties=species:S:1:pos:R:3 method="wB97M-V/def2-TZVPD" total_energy_ev=-46012.5760 homo_lumo_gap_ev=8.399 total_charge=+1
P 0.112 -0.773 -2.268
P -0.388 1.901 1.501
O 2.369 -0.093 0.402
O 0.042 -1.366 1.057
N -1.828 0.983 -0.895
C 0.135 -2.611 -2.112
C 0.713 0.464 3.651
C -1.574 -0.438 -2.903
C -1.133 2.072 4.249
C 1.275 0.156 0.099
C 1.296 -2.989 2.316
C -1.160 -3.312 1.730
C -0.152 -3.365 -3.413
C 0.063 -2.467 1.656
C -0.113 4.611 2.287
C 2.719 -0.691 -3.283
C -0.572 1.138 3.169
C 1.287 -0.227 -3.570
C -2.746 1.401 0.183
C 1.416 -3.128 -1.462
C 1.996 3.188 2.200
C -2.103 2.407 1.104
C 0.605 3.443 1.607
C -2.485 0.007 -1.788
C 0.843 -0.561 -4.996
Be -0.174 0.725 -0.510
H -3.143 0.515 0.729
H 2.150 -2.342 2.104
H -1.098 4.806 1.850
H 1.963 3.068 3.290
H 2.484 2.310 1.758
H 0.720 -3.376 -4.088
H 1.245 -4.157 -1.101
H -1.996 -2.734 2.161
H 2.628 4.059 1.986
H -1.315 0.341 2.985
H -2.893 -0.850 -1.203
H -2.730 2.539 1.998
H 2.865 -1.751 -3.523
H -0.228 4.451 3.365
H -3.623 1.797 -0.339
H 0.476 -0.172 4.517
H 1.518 -4.003 1.954
H -3.380 0.521 -2.149
H 0.734 3.693 0.539
H 0.902 -1.635 -5.204
H -1.438 1.462 5.113
H 1.150 -3.046 3.404
H -0.984 -4.200 2.352
H 3.014 -0.517 -2.240
H 1.256 0.871 -3.448
H 1.150 -0.174 2.876
H -1.387 1.708 -1.338
H -2.016 -1.306 -3.413
H -0.377 2.783 4.612
H -0.173 -0.213 -5.208
H -0.698 -2.800 -1.413
H -1.518 0.402 -3.612
H -0.374 -4.417 -3.167
H 0.362 1.666 -1.115
H 3.403 -0.115 -3.919
H 1.465 1.196 3.977
H 2.256 -3.168 -2.178
H 1.522 -0.050 -5.690
H 1.728 -2.519 -0.603
H -2.019 2.630 3.921
H 0.498 5.511 2.148
H -1.452 -3.646 0.715
H -2.069 3.357 0.548
H -1.020 -2.974 -3.963

2.
79
Properties=species:S:1:pos:R:3 method="wB97M-V/def2-TZVPD" total_energy_ev=-145750.4882 homo_lumo_gap_ev=9.984
Br -1.843 -8.932 8.232
P -1.358 7.692 -2.036
P 0.877 -0.631 -1.780
Si 1.672 -5.976 3.982
Si 1.355 -8.644 4.597
O 0.843 -1.188 -0.250
O -0.838 9.100 -1.369
O -0.236 7.276 -2.923
O 2.217 -1.097 -2.230
O 1.084 0.977 -1.516
O 2.474 -7.379 4.440
O -0.762 -0.553 -1.709
O -1.166 6.671 -0.781
O -2.911 7.889 -1.542
N 0.317 -5.994 -0.626
C -1.096 -0.868 -4.124
C 0.890 -8.984 6.383
C -1.522 -0.163 -2.854
C -3.817 8.699 -2.294
C 2.940 -1.702 0.846
C -0.425 5.460 -0.927
C -0.018 -10.260 6.393
C 1.699 -6.868 1.199
C -0.200 10.100 -2.158
C -3.785 8.413 -3.780
C 0.139 -5.181 1.684
C -0.175 -5.220 0.342
C 1.804 1.791 -2.439
C 1.704 -2.251 0.162
C 1.243 -6.810 -0.106
C 0.998 5.647 -0.440
C 0.870 2.497 -3.404
C 1.147 -6.023 2.179
C -1.183 11.165 -2.607
C -1.499 -9.950 6.600
H -2.790 8.594 -4.202
H 2.468 -7.585 1.472
H -2.562 -0.412 -2.636
H 0.306 9.665 -3.022
H -1.709 -0.543 -4.965
H 0.564 10.557 -1.527
H 3.658 -2.499 1.047
H -0.662 11.997 -3.083
H 0.402 1.781 -4.084
H -4.497 9.048 -4.307
H -3.622 9.754 -2.085
H 1.819 -9.872 3.931
H 3.427 -0.937 0.241
H 0.119 -10.836 5.467
H 0.073 3.012 -2.865
H 2.544 -4.813 4.201
H 0.366 -8.101 6.762
H -4.037 7.369 -3.976
H -1.481 0.923 -2.966
H -0.447 5.110 -1.959
H 2.670 -1.231 1.793
H 2.342 2.534 -1.848
H -0.389 -4.500 2.346
H 1.689 -7.514 -0.814
H -4.815 8.487 -1.908
H 1.144 -2.866 0.865
H 1.466 6.521 -0.892
H -1.880 -9.397 5.738
H 0.342 -10.879 7.221
H -0.947 -4.519 0.009
H -1.196 -1.949 -4.016
H 1.772 -9.183 6.996
H 1.965 -2.890 -0.681
H 0.119 -8.207 3.903
H -2.081 -10.869 6.681
H 1.412 3.226 -4.007
H -0.920 4.700 -0.320
H 1.009 5.805 0.640
H -1.754 11.548 -1.760
H 0.467 -5.809 4.820
H -0.047 -0.659 -4.367
H 1.604 4.767 -0.667
H -1.894 10.758 -3.331
H 2.547 1.210 -2.989

3.
73
Properties=species:S:1:pos:R:3 method="wB97M-V/def2-TZVPD" total_energy_ev=-110772.9263 homo_lumo_gap_ev="5.417 / 5.448" multiplicity=5 total_charge=-1
Pm 0.293 -0.470 0.344
Cl 1.202 1.330 5.074
Cl 0.405 0.169 -2.229
Cl 1.083 -1.583 4.894
Cl -1.388 0.006 5.197
P -0.364 -3.148 -0.245
P 0.385 3.311 -0.272
O -0.655 -0.888 2.421
O 0.861 0.724 2.267
C -1.025 5.530 -1.272
C 0.800 -5.391 -1.549
C 0.245 -0.053 4.539
C -0.162 -4.268 1.212
C -3.043 -2.369 0.050
C -2.059 3.210 -1.488
C 2.578 4.760 -1.194
C -1.007 3.832 2.082
C -2.104 -3.202 -0.845
C 1.930 -3.165 -1.856
C 1.256 -4.128 1.785
C -1.189 -4.044 2.326
C 2.064 3.330 -1.023
C 0.115 -0.031 2.973
C 1.491 3.936 2.248
C -2.598 -4.630 -1.081
C -0.768 4.041 -1.487
C 3.031 2.391 -0.257
C 0.289 4.199 1.342
C 0.588 -3.880 -1.651
H 1.449 -3.101 2.135
H 3.622 4.712 -1.524
H -1.136 -3.020 2.714
H -2.218 -4.264 2.009
H 1.797 -2.109 -2.121
H -1.032 2.761 2.312
H -2.547 3.226 -0.506
H -2.546 -1.614 0.683
H -0.106 6.123 -1.309
H 2.045 -4.402 1.071
H 1.343 4.493 3.182
H 3.362 1.576 -0.920
H 1.338 -5.711 -2.448
H 1.556 2.867 2.508
H 1.341 -4.795 2.652
H -1.907 4.091 1.509
H 1.884 2.884 -2.018
H -0.252 3.897 -2.452
H -0.138 -5.960 -1.508
H 2.541 5.324 -0.251
H -2.757 3.629 -2.225
H 2.569 -3.223 -0.963
H -1.534 5.720 -0.317
H 2.008 5.307 -1.960
H 2.446 4.270 1.812
H -3.741 -1.821 -0.599
H -0.056 -3.660 -2.519
H 2.594 1.922 0.635
H 2.451 -3.667 -2.682
H -1.856 2.165 -1.738
H -2.456 -5.273 -0.201
H -1.680 5.872 -2.077
H -3.675 -4.599 -1.293
H 0.269 5.255 1.038
H -1.241 0.780 0.475
H 2.092 -1.114 0.564
H -0.945 -4.732 3.144
H -2.112 -5.097 -1.946
H 3.923 2.950 0.063
H -0.297 -5.274 0.791
H 1.423 -5.650 -0.684
H -1.038 4.395 3.029
H -3.628 -3.023 0.709
H -2.023 -2.692 -1.822

4.
71
Properties=species:S:1:pos:R:3 method="wB97M-V/def2-TZVPD" total_energy_ev=-51706.3080 homo_lumo_gap_ev=7.481 total_charge=+2
In 0.108 -0.534 -0.072
P -2.068 -1.196 1.097
P 1.732 -0.365 -2.046
O -1.986 1.530 -2.101
N 0.699 1.142 1.057
N 1.020 3.232 2.355
N -0.606 -2.575 -1.485
C 4.040 0.502 -0.714
C -1.755 -1.831 2.797
C -4.677 -0.442 1.934
C 1.671 1.118 -3.110
C 2.754 1.189 -4.185
C -2.597 -2.666 0.160
C -2.822 -2.799 3.340
C -1.271 0.901 -1.356
C -2.041 -2.779 -1.286
C -3.462 -0.015 1.112
C 1.609 2.399 -2.274
C -0.142 -2.363 -2.855
C 0.813 2.135 1.652
C -1.432 -0.693 3.781
C 3.455 -0.692 -1.490
C 1.008 4.555 1.725
C -2.988 1.393 1.475
C 4.400 -1.210 -2.589
C 1.291 -1.807 -3.058
C 1.271 3.158 3.791
H -3.001 -3.641 2.657
H 2.033 -2.620 -2.944
H 2.141 2.533 4.006
H 3.360 0.870 0.074
H 1.221 5.318 2.487
H -2.414 -3.198 4.283
H -0.820 -2.402 2.623
H 1.294 -1.442 -4.095
H -0.864 -1.644 -3.304
H 0.031 4.757 1.273
H -3.760 0.002 0.050
H 1.450 4.171 4.176
H -2.544 -2.010 -1.916
H -5.493 0.253 1.696
H -2.386 -3.600 0.718
H 2.483 2.004 -4.869
H 0.412 2.726 4.317
H 5.334 -1.487 -2.075
H 0.067 -2.671 -0.710
H -5.025 -1.449 1.684
H 2.527 2.570 -1.699
H -3.779 -2.293 3.552
H 4.623 -0.440 -3.347
H -0.304 -3.338 -3.336
H 0.674 -2.397 0.140
H -0.647 -0.016 3.401
H 1.763 4.612 0.935
H -3.850 2.068 1.419
H 3.744 1.420 -3.772
H -2.229 1.769 0.780
H 1.481 3.247 -2.957
H -2.230 -3.761 -1.748
H 4.961 0.139 -0.229
H -1.053 -1.168 4.700
H -2.583 1.454 2.493
H -4.500 -0.381 3.015
H 3.277 -1.512 -0.765
H 2.819 0.272 -4.781
H -2.325 -0.100 4.047
H 4.312 1.340 -1.380
H 0.763 2.405 -1.577
H -3.682 -2.547 0.023
H 3.998 -2.105 -3.087
H 0.696 1.004 -3.612

5.
92
Properties=species:S:1:pos:R:3 method="wB97M-V/def2-TZVPD" total_energy_ev=-111679.3836 homo_lumo_gap_ev=8.055
S -0.010 3.781 0.177
S 1.464 -2.944 -3.259
S -2.701 2.542 2.601
S -0.367 -2.458 5.640
O -2.384 2.597 0.972
O -0.489 -3.928 5.924
O -4.098 2.161 2.915
O 0.791 -2.168 4.455
O -0.194 4.285 1.585
O 0.115 -2.443 -4.060
O -0.147 -1.537 6.723
O -1.705 1.220 2.783
O -1.953 -0.152 -3.209
O -1.545 -1.939 4.650
O 0.718 2.519 -0.054
O 4.593 1.355 2.577
O 1.854 -1.284 -3.135
O -1.494 3.676 -0.588
O -1.302 -5.301 1.816
O 2.385 -3.568 -4.208
O 1.039 -3.482 -1.946
O 0.151 0.358 0.141
O -2.125 3.721 3.266
O 0.492 4.959 -0.978
N 1.527 -0.369 -1.431
N -0.413 -6.085 -0.113
N -2.463 1.731 -2.052
N 2.587 2.341 2.059
C -3.809 1.409 -1.591
C -0.941 0.928 1.643
C -1.619 0.977 -2.777
C 2.116 0.877 -1.826
C 4.022 3.460 3.623
C 0.181 -1.134 -4.607
C -1.872 4.779 -1.415
C -0.478 -3.672 0.378
C -0.693 -5.098 0.745
C 0.246 -2.239 3.120
C 1.544 -0.595 -4.331
C 0.711 -0.596 -0.442
C -0.299 1.582 -3.108
C 3.774 2.276 2.766
C 2.173 1.222 1.188
C -1.209 -1.696 3.315
C -0.686 -7.453 0.090
C 0.610 -2.034 0.092
C -0.503 5.256 -1.976
C -1.799 1.449 0.521
H -3.636 1.003 -0.595
H -0.132 -5.768 -1.030
H -1.271 -0.617 3.169
H -0.463 -0.522 -3.976
H 0.838 -1.570 2.497
H 2.065 3.205 2.027
H 2.127 1.485 0.132
H -1.231 1.624 -0.393
H -0.516 -8.143 -0.737
H 1.598 0.462 -4.071
H -2.615 4.618 -2.196
H 4.098 2.964 4.591
H -0.195 -7.796 1.001
H -2.189 2.622 -1.663
H 3.204 0.822 -1.876
H -0.505 -0.069 1.598
H 0.368 0.838 -3.543
H -0.377 6.327 -2.128
H 4.976 3.890 3.320
H 0.205 -2.177 1.094
H -0.332 2.469 -3.742
H 1.138 1.126 1.515
H 0.018 -2.715 -0.520
H -1.732 -7.742 0.195
H -0.316 4.717 -2.905
H 0.175 1.942 -2.195
H -0.144 -0.968 -5.634
H 1.579 -2.512 -0.050
H 3.203 4.180 3.637
H -4.329 2.354 -1.745
H -1.937 -1.978 2.555
H 2.210 -0.739 -5.181
H 2.720 0.310 1.431
H 0.354 -3.243 2.709
H 0.019 -3.544 -0.584
H 1.770 1.152 -2.822
H -4.155 0.607 -2.243
H 1.882 -1.128 -1.996
H 1.982 1.733 -1.165
H -0.058 1.564 1.709
H -2.261 5.496 -0.692
H -1.407 -3.103 0.377
H -2.617 0.773 0.269
H 0.095 -3.236 1.197

6.
88
Properties=species:S:1:pos:R:3 method="wB97M-V/def2-TZVPD" total_energy_ev=-103638.3307 homo_lumo_gap_ev=9.485 smiles="CCOCCOCCOC[C@H](COC)N(CC(C)C)P(=O)(O)O.O=S1(=O)OCCO1.O=S1(=O)OCCO1.O=S1(=O)OCCO1"
S -1.380 -6.095 5.587
S 5.005 5.695 -2.826
S -7.714 2.840 -0.249
P 3.703 -1.274 -1.915
O 4.917 -1.487 -2.673
O -0.773 -6.366 6.838
O 3.811 5.165 -3.754
O 5.949 4.653 -2.665
O -1.387 -7.452 4.729
O 1.002 0.297 1.330
O 2.835 -2.608 -1.919
O -3.170 -0.175 -0.888
O -7.513 1.275 0.033
O -7.159 3.565 0.835
O 1.334 -2.718 0.428
O 5.602 6.772 -3.854
O -2.649 -5.474 5.492
O -0.350 -5.280 4.665
O 4.458 6.393 -1.722
O -7.361 3.104 -1.594
O -2.068 -3.064 0.292
O 2.807 -0.135 -2.644
O -9.310 2.878 -0.107
N 4.075 -0.912 -0.332
C 1.793 0.058 0.180
C 0.324 -6.186 3.783
C 4.453 2.253 -1.342
C 0.126 -2.761 1.190
C 0.137 1.408 1.173
C -3.313 -2.484 -0.027
C 4.763 1.563 -0.015
C 2.956 -0.804 0.622
C -0.702 -7.257 3.485
C 5.137 0.091 -0.151
C -9.828 1.542 -0.043
C 2.478 -2.201 1.096
C -4.158 1.148 0.907
C -4.375 0.430 -0.406
C 5.077 6.524 -5.164
C -8.717 0.733 0.595
C 3.680 5.995 -4.915
C -1.020 -2.113 0.431
C -3.314 -1.542 -1.231
C 6.005 2.251 0.602
H -0.250 -8.189 3.158
H 0.606 2.232 0.640
H -10.039 1.203 -1.059
H -0.657 -1.856 -0.558
H 2.115 1.009 -0.230
H -1.377 -1.238 0.965
H -0.154 -3.811 1.266
H 2.376 -2.221 2.176
H 5.980 2.192 1.686
H -0.800 1.120 0.708
H 3.346 -0.325 1.514
H -3.694 0.500 1.640
H 3.299 5.411 -5.748
H 5.082 7.441 -5.747
H -0.107 1.764 2.169
H 3.300 -2.867 0.850
H 6.897 1.737 0.257
H -4.042 -3.262 -0.215
H 1.189 -0.422 -0.592
H 5.879 0.016 -0.932
H -2.485 -1.778 -1.889
H -5.111 1.473 1.311
H -4.718 1.115 -1.176
H 1.894 -2.445 -1.736
H 3.411 2.161 -1.625
H -4.212 -1.664 -1.834
H 5.707 5.777 -5.652
H 1.190 -6.596 4.307
H 6.069 3.283 0.293
H -1.426 -6.921 2.741
H -3.656 -1.913 0.841
H 5.652 -0.185 0.769
H -8.690 0.881 1.676
H 1.944 -0.524 -2.866
H 4.644 3.314 -1.271
H 0.651 -5.664 2.888
H -8.786 -0.329 0.375
H -3.560 2.041 0.769
H -10.743 1.528 0.543
H 0.228 -2.335 2.179
H -5.123 -0.352 -0.295
H 5.072 1.886 -2.151
H 3.949 1.760 0.678
H 2.983 6.803 -4.684